{"formula": "C72H150F27N6O30", "method": "the ωB97M-V functional and the def2-TZVPD basis", "charge": -3, "homo_lumo_gap_ev": 2.805, "species": ["C", "O", "O", "C", "F", "F", "F", "C", "C", "H", "H", "H", "H", "H", "H", "C", "O", "O", "C", "F", "F", "F", "C", "C", "H", "H", "H", "H", "H", "H", "C", "O", "O", "C", "F", "F", "F", "C", "C", "H", "H", "H", "H", "H", "H", "C", "O", "O", "C", "F", "F", "F", "C", "C", "H", "H", "H", "H", "H", "H", "C", "O", "O", "C", "F", "F", "F", "C", "C", "H", "H", "H", "H", "H", "H", "C", "O", "O", "C", "F", "F", "F", "C", "C", "H", "H", "H", "H", "H", "H", "C", "O", "O", "C", "F", "F", "F", "C", "C", "H", "H", "H", "H", "H", "H", "C", "O", "O", "C", "F", "F", "F", "C", "C", "H", "H", "H", "H", "H", "H", "C", "O", "O", "C", "F", "F", "F", "C", "C", "H", "H", "H", "H", "H", "H", "C", "O", "C", "C", "N", "H", "H", "C", "C", "O", "C", "H", "H", "H", "H", "H", "H", "H", "H", "H", "H", "H", "H", "H", "H", "C", "O", "C", "C", "N", "H", "H", "C", "C", "O", "C", "H", "H", "H", "H", "H", "H", "H", "H", "H", "H", "H", "H", "H", "H", "C", "O", "C", "C", "N", "H", "H", "C", "C", "O", "C", "H", "H", "H", "H", "H", "H", "H", "H", "H", "H", "H", "H", "H", "H", "C", "O", "C", "C", "N", "H", "H", "C", "C", "O", "C", "H", "H", "H", "H", "H", "H", "H", "H", "H", "H", "H", "H", "H", "H", "C", "O", "C", "C", "N", "H", "H", "C", "C", "O", "C", "H", "H", "H", "H", "H", "H", "H", "H", "H", "H", "H", "H", "H", "H", "C", "O", "C", "C", "N", "H", "H", "C", "C", "O", "C", "H", "H", "H", "H", "H", "H", "H", "H", "H", "H", "H", "H", "H", "H"], "positions_angstrom": [[4.235, 4.656, 1.916], [4.460, 5.713, 2.912], [3.736, 3.538, 2.627], [3.312, 5.289, 0.769], [3.584, 4.983, -0.479], [2.019, 5.035, 0.969], [3.447, 6.620, 0.758], [5.829, 5.932, 3.151], [5.751, 7.296, 3.936], [6.711, 7.804, 4.025], [4.973, 7.933, 3.514], [5.586, 6.958, 4.959], [6.299, 6.322, 2.248], [6.381, 5.228, 3.774], [5.152, 4.310, 1.438], [-2.388, 7.030, 2.006], [-2.969, 6.001, 1.270], [-1.014, 6.909, 1.775], [-3.096, 8.404, 1.599], [-4.370, 8.309, 1.308], [-3.027, 9.189, 2.620], [-2.594, 9.095, 0.553], [-4.013, 5.270, 1.979], [-4.442, 4.264, 0.850], [-3.694, 4.212, 0.059], [-4.671, 3.242, 1.152], [-5.240, 4.698, 0.248], [-4.801, 5.940, 2.323], [-3.757, 4.710, 2.879], [-2.657, 6.862, 3.049], [7.514, -2.130, -3.064], [6.203, -1.634, -3.158], [8.431, -1.052, -2.905], [7.514, -3.172, -1.892], [7.557, -2.597, -0.686], [6.400, -3.928, -1.839], [8.419, -4.058, -1.960], [5.720, -1.521, -4.508], [4.274, -1.300, -4.321], [3.794, -0.904, -5.215], [3.819, -2.212, -3.933], [4.077, -0.601, -3.508], [5.803, -2.405, -5.141], [6.294, -0.702, -4.942], [7.667, -2.742, -3.953], [-4.081, -2.978, 4.340], [-3.385, -3.760, 5.282], [-3.356, -3.006, 3.198], [-5.714, -3.253, 4.296], [-6.335, -3.185, 5.485], [-6.282, -2.270, 3.474], [-6.164, -4.344, 3.683], [-3.594, -3.376, 6.674], [-2.616, -4.252, 7.426], [-2.510, -3.890, 8.448], [-2.698, -5.339, 7.390], [-1.699, -4.059, 6.868], [-4.527, -3.747, 7.099], [-3.350, -2.329, 6.850], [-4.035, -1.934, 4.650], [-2.591, -0.011, -7.447], [-1.619, 0.717, -8.240], [-3.786, 0.155, -8.264], [-2.059, -1.470, -7.143], [-0.871, -1.583, -6.636], [-2.874, -2.071, -6.265], [-2.107, -2.334, -8.164], [-0.378, 0.961, -7.606], [0.139, 2.219, -8.296], [0.218, 2.097, -9.376], [-0.581, 3.032, -8.197], [0.961, 2.723, -7.787], [0.347, 0.169, -7.791], [-0.330, 1.229, -6.551], [-2.663, 0.495, -6.484], [-7.216, -2.353, -1.399], [-6.242, -1.623, -0.665], [-6.651, -3.474, -1.984], [-8.534, -2.465, -0.590], [-8.890, -1.315, 0.001], [-9.573, -2.738, -1.448], [-8.586, -3.362, 0.398], [-5.962, -0.294, -1.209], [-4.699, 0.268, -0.471], [-4.752, -0.100, 0.554], [-3.843, -0.190, -0.966], [-4.483, 1.335, -0.416], [-6.870, 0.268, -0.993], [-5.794, -0.358, -2.284], [-7.452, -1.714, -2.250], [-2.831, 2.193, 8.492], [-3.675, 2.033, 7.336], [-3.637, 1.929, 9.624], [-1.464, 1.379, 8.440], [-0.771, 1.741, 7.363], [-0.634, 1.654, 9.527], [-1.555, 0.120, 8.464], [-3.931, 0.698, 6.806], [-4.815, 0.920, 5.630], [-5.038, -0.105, 5.335], [-5.741, 1.409, 5.930], [-4.478, 1.490, 4.764], [-4.323, -0.081, 7.460], [-2.990, 0.365, 6.368], [-2.634, 3.252, 8.325], [-1.617, 3.127, -3.500], [-1.506, 4.421, -4.026], [-0.940, 3.262, -2.317], [-3.129, 2.673, -3.493], [-3.954, 3.173, -2.562], [-3.604, 3.017, -4.707], [-3.314, 1.328, -3.502], [-0.941, 4.497, -5.317], [-0.936, 6.060, -5.608], [-0.862, 6.350, -6.656], [-1.881, 6.516, -5.313], [-0.080, 6.481, -5.080], [-1.583, 4.122, -6.114], [0.036, 4.074, -5.552], [-1.057, 2.377, -4.058], [6.170, 2.907, -3.786], [6.025, 2.869, -5.248], [7.388, 2.327, -3.469], [5.862, 4.294, -3.202], [5.577, 4.446, -1.916], [6.778, 5.160, -3.517], [4.847, 4.962, -3.910], [4.842, 2.255, -5.698], [4.825, 2.245, -7.208], [3.896, 1.859, -7.628], [4.857, 3.301, -7.475], [5.675, 1.720, -7.644], [3.941, 2.848, -5.542], [4.721, 1.224, -5.365], [5.388, 2.280, -3.355], [1.366, -4.000, -3.721], [1.219, -4.256, -5.147], [2.367, -4.926, -5.626], [2.510, -4.661, -7.105], [1.379, -5.298, -7.933], [1.672, -5.381, -8.896], [1.308, -6.286, -7.738], [-0.081, -4.765, -7.722], [-1.069, -5.535, -8.586], [-0.608, -5.487, -9.948], [-0.646, -4.250, -10.660], [1.835, -4.851, -3.225], [0.370, -3.794, -3.331], [2.027, -3.156, -3.521], [2.098, -5.979, -5.534], [3.214, -4.674, -4.987], [3.434, -4.983, -7.584], [2.564, -3.608, -7.382], [-0.023, -3.729, -8.053], [-0.369, -5.036, -6.706], [-2.090, -5.154, -8.592], [-1.157, -6.598, -8.362], [-0.878, -4.499, -11.696], [0.273, -3.669, -10.586], [-1.496, -3.653, -10.329], [1.410, 5.244, 7.281], [0.433, 6.164, 6.683], [0.975, 6.955, 5.626], [1.811, 6.384, 4.439], [1.024, 5.440, 3.450], [0.458, 5.957, 2.793], [1.619, 4.976, 2.780], [0.165, 4.397, 4.188], [-0.461, 3.493, 3.193], [0.410, 2.823, 2.317], [1.250, 1.927, 3.018], [1.852, 5.782, 8.120], [2.107, 4.766, 6.593], [0.805, 4.439, 7.697], [1.421, 7.883, 5.983], [0.116, 7.379, 5.106], [2.714, 5.839, 4.716], [2.022, 7.191, 3.738], [-0.599, 5.046, 4.616], [0.760, 3.847, 4.917], [-1.172, 4.064, 2.596], [-1.138, 2.808, 3.703], [2.119, 1.642, 2.425], [0.759, 0.954, 3.024], [1.434, 2.228, 4.049], [-3.217, -2.088, -2.782], [-2.151, -2.363, -1.803], [-2.167, -3.710, -1.393], [-3.074, -3.965, -0.228], [-4.214, -4.991, -0.490], [-4.904, -4.605, -1.119], [-3.813, -5.916, -0.555], [-5.172, -5.132, 0.729], [-6.325, -6.239, 0.598], [-5.949, -7.255, -0.368], [-6.764, -8.332, -0.500], [-2.987, -2.509, -3.760], [-3.186, -1.019, -2.994], [-4.227, -2.477, -2.649], [-1.191, -4.042, -1.038], [-2.209, -4.429, -2.211], [-3.549, -3.027, 0.061], [-2.508, -4.271, 0.651], [-5.539, -4.110, 0.816], [-4.425, -5.351, 1.492], [-7.189, -5.689, 0.225], [-6.486, -6.662, 1.589], [-7.839, -8.183, -0.599], [-6.503, -8.988, 0.330], [-6.358, -8.786, -1.404], [-2.556, 0.531, 2.449], [-1.377, 0.753, 1.604], [-1.425, 0.103, 0.345], [-0.094, 0.122, -0.442], [0.402, 1.530, -0.293], [-0.059, 2.096, -0.991], [0.272, 1.985, 0.599], [1.945, 1.605, -0.580], [2.285, 1.657, -2.072], [1.726, 0.490, -2.797], [1.607, 0.523, -4.221], [-3.381, 1.132, 2.066], [-2.316, 0.963, 3.420], [-2.702, -0.544, 2.551], [-2.140, 0.708, -0.212], [-1.826, -0.907, 0.429], [-0.294, -0.107, -1.489], [0.599, -0.599, -0.008], [2.547, 0.951, 0.050], [2.191, 2.609, -0.233], [3.368, 1.774, -2.119], [1.969, 2.624, -2.463], [2.544, 0.868, -4.658], [0.957, 1.305, -4.615], [1.490, -0.463, -4.672], [2.754, 0.846, 6.471], [3.681, 0.770, 5.465], [4.792, 1.688, 5.572], [5.883, 1.354, 4.583], [5.325, 1.119, 3.176], [4.493, 0.548, 3.206], [5.108, 2.077, 2.939], [6.469, 0.602, 2.211], [6.075, 0.585, 0.721], [4.758, 0.250, 0.646], [4.452, -0.721, -0.279], [2.588, 1.918, 6.580], [3.145, 0.559, 7.447], [1.747, 0.438, 6.382], [5.144, 1.696, 6.604], [4.553, 2.750, 5.515], [6.421, 0.433, 4.803], [6.615, 2.154, 4.470], [6.737, -0.424, 2.463], [7.304, 1.293, 2.334], [6.768, 0.106, 0.030], [6.127, 1.620, 0.381], [3.385, -0.942, -0.240], [4.958, -1.639, 0.019], [4.713, -0.457, -1.304], [1.422, -7.984, 3.326], [-0.017, -7.663, 3.456], [-0.262, -7.119, 4.775], [-1.396, -6.168, 4.449], [-1.117, -5.241, 3.219], [-1.326, -5.661, 2.324], [-1.674, -4.399, 3.192], [0.328, -4.589, 2.985], [0.243, -3.211, 2.352], [0.701, -2.124, 3.217], [-0.010, -1.954, 4.432], [2.079, -7.124, 3.189], [1.730, -8.552, 2.449], [1.815, -8.316, 4.287], [0.476, -6.501, 5.285], [-0.726, -7.750, 5.533], [-1.400, -5.391, 5.215], [-2.421, -6.505, 4.293], [0.670, -5.228, 2.171], [0.901, -4.804, 3.887], [-0.721, -2.889, 1.957], [1.054, -3.178, 1.624], [-0.084, -2.805, 5.108], [-1.033, -1.664, 4.189], [0.425, -1.225, 5.116]]}